{"formula": "C32H57Cl8N6O8", "method": "ωB97M-V with the def2-TZVPD basis set", "fmax_ev_per_a": 5.4, "e_tot_ev": -159604.39074, "total_charge": -1, "orbital_gap_ev": 3.618, "elements": ["C", "C", "N", "C", "C", "N", "C", "C", "H", "H", "H", "H", "H", "H", "H", "H", "H", "H", "H", "C", "C", "C", "O", "C", "C", "C", "O", "O", "O", "H", "H", "Cl", "C", "C", "Cl", "H", "H", "H", "H", "Cl", "C", "C", "Cl", "H", "H", "H", "H", "Cl", "C", "C", "Cl", "H", "H", "H", "H", "Cl", "C", "C", "Cl", "H", "H", "H", "H", "C", "O", "N", "C", "C", "H", "H", "H", "H", "H", "H", "H", "C", "O", "N", "C", "C", "H", "H", "H", "H", "H", "H", "H", "C", "O", "N", "C", "C", "H", "H", "H", "H", "H", "H", "H", "C", "O", "N", "C", "C", "H", "H", "H", "H", "H", "H", "H"], "xyz": [[5.80127, 20.66400, 18.74793], [6.69809, 19.98495, 19.79585], [6.70979, 18.58296, 19.50895], [5.95059, 17.46946, 19.97588], [6.47149, 16.31513, 19.41657], [7.38113, 16.70814, 18.43897], [7.46543, 18.07771, 18.52327], [8.14653, 15.92722, 17.57433], [5.39355, 21.66408, 18.89528], [4.90061, 20.06802, 18.60053], [6.31044, 20.70967, 17.78525], [6.22914, 20.18160, 20.75996], [7.72155, 20.32529, 19.95335], [5.11194, 17.66943, 20.62633], [6.25088, 15.27182, 19.58759], [8.18599, 18.63100, 17.93925], [8.45438, 16.46347, 16.67669], [7.56861, 15.01398, 17.43262], [9.08028, 15.63051, 18.05202], [9.70497, 19.73196, 12.10060], [8.84511, 19.61766, 13.12429], [7.38391, 19.18814, 12.85596], [6.52905, 19.05425, 13.81357], [6.89614, 18.83608, 11.64920], [7.77216, 18.90582, 10.53311], [9.30262, 19.30854, 10.75925], [10.05529, 19.13013, 9.78732], [7.44481, 18.75965, 9.36732], [9.36331, 19.66502, 14.34260], [10.70652, 20.05157, 12.34791], [5.87806, 18.54716, 11.43370], [9.95199, 15.08286, 22.46132], [11.27924, 16.27792, 22.83872], [11.53032, 17.37826, 21.77568], [11.90727, 16.68111, 20.12795], [12.19866, 15.69511, 22.89440], [11.05351, 16.73852, 23.80048], [12.39639, 17.93118, 22.13942], [10.67358, 18.03881, 21.64239], [6.30653, 13.22661, 13.37155], [6.08376, 14.70592, 12.49376], [5.50491, 14.46810, 11.06532], [3.88839, 13.64572, 11.16711], [7.10793, 15.07864, 12.47743], [5.39352, 15.41363, 12.95290], [6.12801, 13.77870, 10.49559], [5.31024, 15.44232, 10.61689], [10.29267, 25.78719, 15.54522], [9.45187, 24.82003, 14.30310], [7.88594, 24.78289, 14.58159], [7.11712, 26.29530, 14.77078], [9.89325, 23.82472, 14.35431], [9.56799, 25.22590, 13.29817], [7.74058, 24.22945, 15.50931], [7.35695, 24.24989, 13.79153], [7.73273, 21.07589, 24.87550], [6.97390, 22.38046, 25.82233], [6.10416, 21.82816, 27.01965], [4.72833, 20.79104, 26.41989], [6.47742, 23.11216, 25.18497], [7.85212, 22.86072, 26.25380], [5.78212, 22.54255, 27.77731], [6.62850, 21.14191, 27.68466], [12.26487, 21.46690, 18.66663], [11.82146, 21.39040, 19.81551], [13.53945, 21.30492, 18.39652], [13.93694, 21.49245, 16.95269], [14.58637, 20.87269, 19.40594], [11.70624, 21.91550, 17.83064], [15.00854, 21.64514, 16.82445], [13.46475, 22.33180, 16.44217], [13.66346, 20.58495, 16.41441], [14.18647, 21.20610, 20.36355], [14.72820, 19.79419, 19.33653], [15.53091, 21.33306, 19.11611], [1.72729, 16.84990, 17.93960], [1.29099, 17.31849, 18.94045], [1.35999, 15.68289, 17.34128], [2.23016, 14.95060, 16.39916], [0.28773, 14.82879, 17.95439], [2.44119, 17.46159, 17.36655], [2.96839, 15.62760, 15.96928], [1.63773, 14.55454, 15.57438], [2.75674, 14.12299, 16.87442], [0.82516, 13.92695, 18.24754], [-0.26876, 15.24101, 18.79611], [-0.51432, 14.55167, 17.27026], [11.71532, 11.52727, 13.87078], [11.05277, 11.58868, 14.89649], [11.43258, 10.76987, 12.80667], [12.31000, 10.57387, 11.63712], [10.26170, 9.89621, 12.86982], [12.62758, 12.12358, 13.71462], [11.65114, 10.81206, 10.80209], [12.69412, 9.57534, 11.42862], [13.15462, 11.26273, 11.62412], [10.27423, 9.16361, 12.06282], [10.22610, 9.42277, 13.85099], [9.33142, 10.44888, 12.73858], [15.24794, 15.98000, 15.16395], [16.47294, 15.81989, 15.19335], [14.53874, 15.94027, 14.06787], [13.13466, 16.20797, 14.09272], [15.14062, 15.54129, 12.79124], [14.64714, 15.96011, 16.08636], [12.61141, 15.32529, 13.72503], [13.00367, 16.99449, 13.34954], [12.65233, 16.51724, 15.01998], [14.76083, 14.54695, 12.55637], [14.97168, 16.27639, 12.00435], [16.22200, 15.42157, 12.72502]], "atomic_forces_ev_per_a": [[0.2, 0.2, -1.0], [-1.6, 1.7, 0.8], [0.1, -3.9, -1.6], [1.1, 0.4, 0.2], [-0.5, 1.5, -0.4], [-1.6, 4.5, 2.6], [0.9, -1.4, 0.2], [1.4, -1.9, -0.7], [0.6, 0.1, 0.8], [0.1, -0.3, 0.1], [0.0, -0.1, -0.1], [0.0, -0.6, 0.2], [0.0, 0.1, -0.7], [0.3, -0.4, 0.2], [-0.2, 0.2, -0.1], [-0.2, 0.2, -0.2], [-0.6, -0.1, -0.2], [0.2, 0.1, -0.8], [0.1, 0.0, 0.2], [0.0, 0.2, -3.4], [0.8, -1.0, 3.9], [-2.3, -0.6, 3.7], [1.5, 0.7, 0.6], [1.7, -0.2, -3.2], [0.5, 0.9, 0.3], [0.4, -0.3, 0.3], [-0.3, 0.4, 0.9], [-0.4, -0.5, -1.1], [-2.1, 0.2, -1.5], [0.3, -0.2, -0.3], [-0.2, 0.1, 0.4], [0.5, 0.8, 0.1], [0.2, 0.0, -1.0], [-0.6, -1.0, 0.1], [-0.1, 0.4, 1.0], [-0.2, -0.1, 0.2], [0.0, -0.1, -0.1], [0.0, 0.1, -0.3], [0.2, -0.1, 0.0], [-0.3, -1.2, 0.9], [-0.3, 0.7, -1.8], [0.2, -0.2, 1.2], [0.2, 0.2, 0.0], [-0.4, 0.7, -0.5], [0.3, -0.2, 0.6], [0.0, 0.4, -0.1], [0.3, -0.2, -0.2], [0.0, 0.1, -0.2], [-1.9, 0.0, -0.1], [1.9, -2.1, 0.2], [-0.5, 1.7, 0.1], [-0.4, 0.0, -0.1], [0.5, 0.3, 0.3], [0.0, 0.0, -0.1], [0.4, -0.1, -0.1], [-0.4, -0.1, -0.2], [0.0, -0.3, 1.9], [0.4, -0.8, -0.7], [0.3, 0.8, 0.3], [-0.2, -0.5, 0.0], [-0.2, 0.3, 0.2], [-0.5, 0.6, -0.8], [0.6, -0.2, -0.7], [-0.6, 1.4, 2.1], [-0.5, -0.5, -0.6], [3.0, -0.1, -2.0], [0.0, -0.8, 0.6], [-1.6, 0.5, -1.5], [-0.3, -0.5, 0.0], [0.0, -0.1, 0.4], [-0.3, 0.0, 0.5], [0.1, 0.0, -0.2], [0.4, -0.2, 0.0], [-0.2, -0.1, 0.3], [-0.2, 0.2, 0.2], [0.8, -0.3, -2.1], [-1.2, 0.5, 2.1], [-1.0, -0.9, 0.4], [-0.4, 0.9, 0.0], [0.9, 0.1, -0.2], [0.4, -0.5, -0.4], [0.0, 0.1, 0.1], [0.0, 0.0, 0.1], [0.0, 0.0, 0.2], [-0.4, -0.3, 0.3], [0.8, 0.5, 0.1], [0.4, 0.1, -0.6], [0.2, 0.4, 0.6], [0.2, -0.1, -0.5], [0.2, -1.6, -0.8], [-0.9, 1.0, -0.2], [-0.2, 0.2, 0.1], [0.1, 0.1, 0.1], [0.4, 0.1, -0.4], [-0.2, -0.3, 0.8], [-0.2, 0.1, 0.2], [0.3, -0.1, 0.2], [0.0, -0.1, -0.1], [0.0, 0.3, 0.1], [2.4, -1.3, 1.2], [-0.7, 0.4, 0.4], [0.4, 0.1, -0.7], [-0.8, 0.0, -1.7], [0.0, 0.0, -0.3], [0.0, 0.6, 0.0], [-0.3, 0.0, 0.0], [-0.7, 0.1, 0.1], [0.8, 0.0, 0.2], [-0.4, 0.1, -0.4], [-0.7, -0.1, 0.0], [0.0, 0.2, 1.2]], "lowdin_charge": [-0.05, -0.17, -0.05, 0.03, 0.01, -0.09, 0.03, 0.00, 0.08, 0.08, 0.09, 0.12, 0.13, 0.13, 0.13, 0.18, 0.13, 0.11, 0.10, -0.06, -0.41, -0.42, -0.16, -0.07, -0.41, -0.34, -0.04, -0.03, -0.20, 0.08, 0.09, 0.47, -0.62, -0.60, 0.48, 0.06, 0.07, 0.07, 0.06, 0.53, -0.69, -0.59, 0.46, 0.07, 0.07, 0.06, 0.07, 0.49, -0.61, -0.72, 0.56, 0.07, 0.07, 0.06, 0.07, 0.52, -0.64, -0.61, 0.48, 0.07, 0.05, 0.07, 0.05, -0.38, -0.04, -0.16, -0.03, 0.00, 0.14, 0.08, 0.08, 0.09, 0.08, 0.08, 0.08, -0.39, 0.02, -0.17, -0.05, -0.04, 0.13, 0.09, 0.09, 0.08, 0.08, 0.08, 0.08, -0.36, 0.00, -0.18, -0.05, -0.04, 0.13, 0.09, 0.08, 0.08, 0.08, 0.09, 0.09, -0.37, -0.03, -0.20, -0.05, -0.03, 0.13, 0.08, 0.10, 0.10, 0.08, 0.09, 0.08]}



{"formula": "C32H57F6N3O10Y", "method": "ωB97M-V with the def2-TZVPD basis set", "fmax_ev_per_a": 2.4, "e_tot_ev": -76402.97480, "total_charge": 1, "relative_energy_kj_mol": 110.0, "orbital_gap_ev": 8.882, "elements": ["Y", "C", "O", "O", "C", "F", "F", "F", "C", "C", "H", "H", "H", "H", "H", "H", "C", "O", "O", "C", "F", "F", "F", "C", "C", "H", "H", "H", "H", "H", "H", "O", "C", "O", "C", "C", "C", "H", "H", "H", "H", "H", "H", "H", "H", "O", "C", "O", "C", "C", "C", "H", "H", "H", "H", "H", "H", "H", "H", "O", "C", "O", "C", "C", "C", "H", "H", "H", "H", "H", "H", "H", "H", "C", "C", "C", "C", "N", "H", "H", "H", "H", "H", "H", "H", "C", "C", "C", "C", "N", "H", "H", "H", "H", "H", "H", "H", "C", "C", "C", "C", "N", "H", "H", "H", "H", "H", "H", "H"], "xyz": [[-0.13928, -0.49901, -0.26032], [-1.24277, 2.18809, -2.42553], [-0.65334, 3.28504, -1.73345], [-0.83338, 1.03838, -1.84598], [-2.76257, 2.38586, -2.46268], [-3.37445, 1.23223, -2.81924], [-3.25917, 2.71739, -1.23899], [-3.15464, 3.34507, -3.31061], [-0.79088, 4.58431, -2.31161], [0.23688, 5.49446, -1.65492], [1.21987, 5.27490, -2.04973], [0.03666, 6.53697, -1.92593], [0.06774, 5.50811, -0.57841], [-1.79961, 4.93130, -2.05927], [-0.67729, 4.63456, -3.39917], [-0.87164, 2.18838, -3.46445], [2.47871, 0.71141, 1.94904], [2.34476, 2.10725, 1.76014], [1.75818, 0.09523, 1.02014], [3.97939, 0.32142, 1.94027], [4.68320, 0.90897, 2.93337], [4.13421, -1.00846, 2.15218], [4.57515, 0.59352, 0.76530], [3.01450, 3.05059, 2.57697], [2.38359, 4.41243, 2.34447], [1.33320, 4.45123, 2.63885], [2.91483, 5.11880, 2.98380], [2.39490, 4.72361, 1.30013], [4.08739, 3.10777, 2.37592], [2.97909, 2.81741, 3.64706], [2.13245, 0.55050, 2.98370], [-1.02898, -2.06651, -2.14916], [-1.01300, -2.42228, -3.31089], [-0.57613, -3.56432, -3.77555], [-0.22100, -4.62287, -2.86449], [0.60152, -5.61367, -3.65817], [-1.40746, -1.47199, -4.42213], [-1.12377, -5.04377, -2.42342], [0.41309, -4.25290, -2.05653], [0.87374, -6.45749, -3.02219], [1.49217, -5.13461, -4.05791], [0.01040, -6.04680, -4.46597], [-2.31017, -1.75853, -4.95805], [-0.57275, -1.40028, -5.12059], [-1.55003, -0.47793, -4.00051], [-2.49248, -1.01252, -0.06971], [-3.65417, -1.03608, 0.28222], [-4.63390, -1.65170, -0.35264], [-4.31720, -2.59832, -1.38005], [-4.97268, -3.93794, -1.08150], [-4.17164, -0.22818, 1.44123], [-3.24457, -2.66576, -1.53829], [-4.72982, -2.32537, -2.35300], [-4.49888, -4.67891, -1.73021], [-6.04478, -3.89128, -1.26003], [-4.82537, -4.35366, -0.08256], [-4.35614, 0.75531, 1.00322], [-3.41627, -0.13217, 2.21634], [-5.06804, -0.67713, 1.85909], [1.73840, -0.29599, -1.95349], [2.67316, -0.02557, -2.67589], [3.28578, 1.12840, -2.65417], [2.85037, 2.16615, -1.77858], [4.02450, 3.00003, -1.30795], [3.29628, -1.02451, -3.59171], [2.25833, 1.76158, -0.95755], [2.21491, 2.85049, -2.33312], [4.68772, 2.46664, -0.62237], [3.65042, 3.81704, -0.69043], [4.62276, 3.33156, -2.15526], [4.30045, -1.21132, -3.21293], [3.37363, -0.63764, -4.61086], [2.67975, -1.90879, -3.72738], [-3.31797, 3.29104, 3.17320], [-3.03429, 4.19507, 1.96946], [-1.67158, 3.92259, 1.35733], [-1.28146, 2.52200, 1.22113], [-0.93711, 1.44423, 1.07032], [-4.14928, 3.57667, 3.81782], [-2.44949, 3.28581, 3.83937], [-3.51637, 2.25398, 2.89479], [-3.06115, 5.22487, 2.32376], [-3.80217, 4.09099, 1.20204], [-0.90631, 4.21817, 2.08733], [-1.54811, 4.39060, 0.38154], [-2.68405, -1.01573, 5.24156], [-1.50722, -1.99228, 5.47851], [-1.26608, -2.88890, 4.24549], [-1.11563, -2.10488, 3.01780], [-0.94424, -1.45630, 2.08896], [-2.54014, -0.37745, 4.37331], [-2.89316, -0.46762, 6.15739], [-3.57019, -1.63210, 5.05851], [-1.69897, -2.59423, 6.36321], [-0.63614, -1.36935, 5.68463], [-1.99296, -3.69376, 4.16957], [-0.27822, -3.35220, 4.33772], [4.95185, -2.87208, -0.03813], [4.21109, -3.81453, 0.91177], [2.88157, -4.35664, 0.40981], [1.84968, -3.39066, 0.14893], [1.03876, -2.62216, -0.08249], [5.83179, -2.48920, 0.47050], [4.28909, -2.04203, -0.29134], [5.22554, -3.38399, -0.96169], [4.13917, -3.36240, 1.90393], [4.85687, -4.66434, 1.15284], [2.48130, -5.06344, 1.14106], [3.03172, -4.86782, -0.54782]], "atomic_forces_ev_per_a": [[0.5, 2.3, -0.5], [1.6, -0.7, 0.3], [0.2, 0.2, -0.4], [-0.5, -0.5, 0.8], [-0.4, -0.7, 0.6], [0.0, 0.4, -0.1], [0.1, -0.1, -0.2], [0.0, -0.2, -0.1], [-0.3, 0.4, 0.7], [-1.0, 0.6, -0.5], [0.4, -0.2, 0.7], [-0.1, -0.1, -0.3], [0.8, -0.4, 0.1], [0.0, 0.3, -0.3], [0.0, -0.5, 0.0], [-0.3, 0.4, -0.3], [-0.5, 0.5, 0.5], [0.2, 0.8, -0.6], [-0.7, -0.9, -0.9], [0.0, -0.5, -0.1], [-0.1, 0.0, -0.4], [-0.2, 0.0, -0.1], [0.0, 0.1, 0.3], [-0.1, 0.3, 0.1], [-0.1, -0.1, 0.3], [0.0, -0.3, 0.2], [0.0, 0.2, -0.3], [0.4, 0.0, 0.0], [0.0, 0.0, -0.4], [-0.4, -0.3, 0.0], [0.1, -0.5, 0.3], [0.4, -0.8, 0.6], [-0.1, 1.9, -0.7], [-0.1, -0.7, 0.2], [0.8, -0.1, 0.2], [-0.7, -0.4, 0.0], [0.3, 0.4, 0.2], [-0.1, 0.0, -0.1], [-0.3, 0.4, 0.0], [0.2, 0.1, 0.1], [0.0, -0.1, 0.0], [0.1, 0.2, -0.2], [0.1, -0.3, 0.0], [-0.1, -0.2, -0.2], [-0.1, -0.1, 0.2], [0.1, -0.4, -0.4], [-0.2, 0.8, 0.4], [0.1, -0.2, -0.1], [0.0, -1.0, -0.6], [0.4, -0.4, 0.2], [0.2, -0.3, -0.2], [0.1, 0.0, 0.4], [-0.1, 0.8, 0.3], [-0.3, 0.0, -0.3], [0.0, -0.1, -0.1], [0.1, 0.5, 0.2], [-0.2, 0.1, 0.3], [0.2, 0.0, -0.2], [-0.2, 0.2, -0.1], [-1.0, -0.5, 0.5], [-0.2, -0.2, 0.5], [0.7, -0.1, -0.7], [-0.4, 1.0, 0.8], [0.4, -0.7, 0.5], [0.0, 0.3, -0.9], [0.2, -0.1, 0.0], [-0.4, -0.3, -0.3], [-0.1, -0.2, -0.3], [-0.1, 0.3, -0.4], [-0.1, 0.3, 0.0], [0.0, -0.3, -0.2], [0.3, 0.4, 0.2], [0.1, -0.2, 0.7], [0.2, -0.3, 0.3], [-0.7, -0.4, 0.4], [0.7, -0.4, 0.7], [-0.7, 0.2, -0.5], [0.0, -0.5, 0.0], [-0.1, 0.4, -0.4], [0.1, -0.1, -0.1], [0.2, 0.0, -0.2], [0.1, 0.1, -0.2], [-0.1, 0.0, 0.1], [0.0, 0.8, -0.3], [0.2, 0.0, 0.2], [-0.2, -1.4, 0.4], [-0.5, 1.2, -0.5], [1.0, 0.2, 0.5], [-0.4, 0.0, 0.1], [0.4, -0.2, -0.2], [0.2, 0.2, 0.2], [0.1, 0.3, -0.2], [-0.1, 0.2, -0.1], [0.0, -0.2, -0.1], [0.3, -0.3, -0.1], [-0.2, 0.2, -0.3], [-0.1, -0.3, 0.2], [-0.8, -0.2, 0.1], [1.0, 0.1, 0.6], [0.3, -0.7, 0.0], [0.1, 0.4, 0.1], [-0.3, 0.1, 0.1], [0.1, 0.1, -0.2], [0.2, 0.2, 0.0], [0.1, 0.0, 0.0], [-0.5, 0.3, -0.2], [-0.2, -0.2, -0.4], [0.0, -0.1, -0.2], [0.0, -0.2, 0.2]], "lowdin_charge": [1.56, -0.43, -0.11, -0.27, -0.54, 0.13, 0.12, 0.15, -0.26, -0.06, 0.07, 0.08, 0.06, 0.11, 0.13, 0.16, -0.46, -0.09, -0.26, -0.52, 0.13, 0.11, 0.14, -0.27, -0.06, 0.06, 0.08, 0.07, 0.11, 0.12, 0.16, -0.01, -0.51, 0.03, -0.20, -0.06, 0.06, 0.13, 0.09, 0.08, 0.08, 0.08, 0.10, 0.10, 0.07, -0.05, -0.49, 0.04, -0.19, -0.06, 0.05, 0.09, 0.13, 0.08, 0.08, 0.08, 0.10, 0.05, 0.10, -0.01, -0.52, 0.05, -0.19, -0.04, 0.05, 0.10, 0.12, 0.07, 0.07, 0.08, 0.10, 0.10, 0.08, -0.10, -0.22, -0.15, -0.14, 0.17, 0.08, 0.08, 0.05, 0.11, 0.11, 0.12, 0.10, -0.10, -0.23, -0.15, -0.14, 0.17, 0.05, 0.08, 0.08, 0.11, 0.11, 0.13, 0.12, -0.09, -0.25, -0.15, -0.13, 0.15, 0.08, 0.06, 0.08, 0.10, 0.12, 0.13, 0.13]}